{
  "formula": "C10H25F3O8V",
  "method": "ωB97M-V with the def2-TZVPD basis set",
  "e_tot_ha": -2241.3249,
  "charge": 0,
  "homo_lumo_gap_ev": [7.50, 4.15],
  "s2": 0.7562,
  "multiplicity": 2,
  "species": ["O", "V", "O", "C", "O", "O", "C", "F", "F", "F", "C", "C", "H", "H", "H", "H", "H", "H", "C", "C", "C", "O", "H", "H", "H", "H", "H", "H", "H", "C", "O", "H", "H", "H", "H", "C", "O", "H", "H", "H", "H", "C", "O", "H", "H", "H", "H"],
  "positions_angstrom": [[19.56905, -25.29632, -12.48878], [19.68870, -25.19501, -14.13050], [20.50879, -26.42984, -14.69470], [18.32950, -25.16799, -17.46521], [18.97903, -24.87732, -18.68400], [19.20254, -24.71558, -16.50453], [16.91343, -24.50725, -17.50523], [16.21771, -24.69221, -16.34813], [16.74106, -23.19928, -17.70377], [16.09492, -25.01646, -18.42309], [19.62449, -25.95981, -19.39596], [19.53446, -25.65574, -20.87323], [18.53492, -25.75278, -21.29705], [19.92018, -24.64190, -20.98029], [20.24673, -26.35261, -21.31498], [19.26411, -26.98216, -19.28190], [20.69955, -25.78899, -19.33976], [18.16722, -26.24123, -17.36559], [23.68048, -22.79395, -13.90573], [22.13107, -22.97144, -13.44249], [21.65629, -21.60057, -12.87405], [21.33237, -23.48172, -14.45179], [23.98819, -23.70518, -14.41862], [24.25701, -22.54669, -13.01433], [23.91943, -22.06710, -14.68206], [22.09760, -23.56709, -12.53024], [22.24886, -21.25232, -12.02807], [20.59146, -21.39933, -12.75687], [21.86635, -20.84698, -13.63306], [18.19207, -28.41818, -14.30252], [17.85691, -27.04667, -14.23260], [18.06760, -28.92036, -15.26190], [19.21372, -28.67674, -14.02416], [17.64772, -28.99327, -13.55349], [16.90524, -26.92498, -14.26581], [20.27388, -23.28909, -9.16700], [19.39818, -24.23348, -9.75254], [21.30141, -23.64972, -9.11970], [20.22946, -22.31348, -9.65105], [20.06882, -22.99237, -8.13840], [19.47342, -24.28249, -10.70833], [16.76723, -23.52203, -13.12249], [18.06440, -23.53295, -13.79115], [16.82301, -24.24819, -12.31152], [16.55989, -22.51599, -12.75782], [15.90549, -23.73498, -13.75508], [18.09359, -22.73185, -14.31934]],
  "forces_ev_per_angstrom": [[0.59, -0.28, -3.39], [2.15, 1.67, 2.93], [-0.70, 0.69, 0.41], [1.96, 1.33, -1.77], [-1.51, -1.11, -0.11], [-1.22, -0.51, 1.34], [-2.94, 1.09, 0.81], [1.04, -0.84, 0.74], [2.03, 0.69, -0.09], [0.85, -1.48, -0.88], [0.47, 1.37, -1.48], [-0.21, 0.18, 0.03], [0.10, 0.01, -0.08], [-0.16, 0.00, -0.44], [-0.19, 0.05, -0.52], [-0.05, 0.16, 1.08], [0.11, -0.82, 1.49], [-0.10, -0.32, 0.49], [-1.64, -0.72, 0.15], [0.69, 1.27, 0.33], [0.40, 1.04, -1.61], [-2.11, -1.84, 0.11], [0.17, -0.42, 0.67], [0.25, -0.29, -0.10], [-0.77, 0.63, 0.18], [0.44, -0.86, -0.11], [-0.21, -0.37, 0.34], [-0.19, -0.88, 0.60], [0.31, 0.18, -0.36], [0.19, -1.65, 0.70], [0.63, 0.72, -0.44], [-0.41, 0.52, -0.34], [0.28, 1.15, -0.05], [-0.52, 0.12, -0.05], [-0.05, -0.15, 0.02], [0.43, 0.53, -0.33], [-0.44, 0.16, 1.22], [0.18, -0.02, -0.37], [0.24, -0.02, -0.56], [-0.85, -0.82, 0.19], [0.44, 0.11, -0.21], [0.29, 0.11, 0.16], [-1.06, -0.17, -0.31], [0.05, 0.22, -0.03], [0.34, -0.07, 0.39], [0.35, -0.43, -0.50], [0.34, 0.07, -0.26]],
  "mulliken_charge": [-0.679, 1.304, -0.458, 0.160, -0.305, -0.204, 0.649, -0.261, -0.275, -0.274, -0.162, -1.282, 0.348, 0.309, 0.381, 0.320, 0.263, 0.312, -1.416, 0.797, -1.418, -0.675, 0.346, 0.369, 0.359, 0.071, 0.358, 0.265, 0.413, -0.833, -0.230, 0.320, 0.295, 0.343, 0.224, -0.582, -0.489, 0.260, 0.227, 0.299, 0.324, -0.762, -0.055, 0.298, 0.333, 0.231, 0.185]
}

=====

{
  "formula": "C10H25LuN3O2S2",
  "method": "ωB97M-V with the def2-TZVPD basis set",
  "e_tot_ha": -2741.6889,
  "charge": 3,
  "e_above_lowest_kj_mol": 150.9,
  "homo_lumo_gap_ev": 6.49,
  "multiplicity": 1,
  "species": ["Lu", "S", "S", "C", "C", "C", "N", "C", "C", "H", "H", "H", "H", "H", "H", "H", "H", "C", "H", "H", "H", "H", "H", "H", "H", "C", "C", "H", "H", "H", "H", "C", "O", "C", "O", "N", "N", "H", "H", "H", "H", "H", "H"],
  "positions_angstrom": [[-0.49871, 0.98114, 1.10853], [2.10358, 0.05789, 1.25335], [-1.51009, 0.89807, -1.40977], [2.17042, 0.31577, 3.07549], [3.05353, 1.52914, 0.68737], [2.12701, 2.69867, 0.39528], [0.94318, 2.13271, -0.33369], [0.22259, 3.09152, -1.23043], [-0.55847, 2.26026, -2.23513], [3.57029, 1.18965, -0.22307], [3.81545, 1.75572, 1.43964], [2.62600, 3.45382, -0.23156], [1.76984, 3.19621, 1.31275], [0.94621, 3.74830, -1.73948], [-0.42954, 3.72294, -0.60736], [0.10436, 1.74584, -2.94636], [-1.27488, 2.85880, -2.80612], [-3.13366, 1.77864, -1.22374], [1.29991, 1.36734, -0.92910], [-3.08422, 2.57782, -0.47177], [-3.89856, 1.03915, -0.95361], [-3.39386, 2.20787, -2.19985], [1.53905, -0.46039, 3.52245], [1.81836, 1.31243, 3.37416], [3.21770, 0.17593, 3.36972], [1.20518, -2.30393, -2.25685], [0.37702, -3.13210, -1.60314], [2.22177, -2.10837, -1.89182], [0.89840, -1.79961, -3.18204], [0.68467, -3.63746, -0.68094], [-0.63455, -3.32919, -1.97320], [-2.31172, -3.35844, 3.76854], [-1.15761, -2.50235, 3.49054], [-1.33676, -1.54568, 2.63290], [-0.38419, -0.72530, 2.36021], [-2.52525, -1.37011, 2.06318], [-2.58110, -0.31224, 1.04511], [-2.62862, -3.90341, 2.86633], [-3.14997, -2.78343, 4.18968], [-1.93359, -4.05838, 4.50991], [-3.25584, -2.07939, 2.10835], [-2.67249, -0.71262, 0.09720], [-3.45820, 0.21047, 1.15885]],
  "forces_ev_per_angstrom": [[0.97, -0.38, -0.45], [-0.05, 0.49, 0.70], [-0.38, 1.11, -0.54], [0.20, -0.31, 0.02], [0.13, -0.36, -0.10], [-0.17, -0.05, -0.18], [0.01, 0.24, -0.35], [0.26, -0.20, 0.19], [0.03, -0.25, -0.16], [-0.10, 0.23, 0.22], [-0.14, -0.01, -0.17], [-0.09, -0.19, 0.28], [0.20, -0.08, -0.20], [-0.33, -0.16, 0.06], [0.09, -0.04, -0.24], [-0.12, 0.23, 0.18], [0.16, -0.16, 0.07], [0.04, -0.12, 0.15], [0.01, 0.52, 0.06], [-0.06, -0.19, -0.26], [0.16, 0.25, -0.17], [0.08, -0.22, 0.27], [0.41, 0.27, -0.08], [0.16, -0.17, -0.07], [-0.33, 0.10, 0.04], [-0.31, 0.08, 0.38], [0.13, 0.56, 0.00], [-0.38, -0.19, -0.23], [0.18, -0.33, 0.32], [-0.06, 0.08, -0.43], [0.41, -0.05, 0.06], [-0.26, -0.62, 0.42], [-0.38, 1.03, -1.04], [1.28, 0.06, 0.76], [-1.32, -1.07, 0.49], [-0.76, 1.11, -1.74], [-0.58, -1.03, 0.81], [0.32, 0.12, 0.22], [0.44, -0.02, -0.04], [-0.17, 0.00, -0.10], [0.06, 0.37, -0.17], [0.16, -0.43, 0.60], [0.15, -0.22, 0.41]],
  "mulliken_charge": [1.398, 0.034, -0.093, -0.933, -0.688, -0.598, -0.269, -0.638, -0.612, 0.417, 0.517, 0.431, 0.315, 0.416, 0.344, 0.432, 0.515, -0.993, 0.327, 0.396, 0.353, 0.393, 0.275, 0.373, 0.414, -0.556, -0.572, 0.280, 0.301, 0.284, 0.295, -0.841, -0.272, 0.743, -0.392, -0.187, -0.668, 0.391, 0.402, 0.268, 0.256, 0.408, 0.334]
}

=====

{
  "formula": "C10H25OSi",
  "method": "ωB97M-V with the def2-TZVPD basis set",
  "e_tot_ha": -760.3436,
  "charge": 1,
  "e_above_lowest_kj_mol": 137.6,
  "homo_lumo_gap_ev": 8.33,
  "multiplicity": 1,
  "species": ["C", "C", "C", "C", "C", "C", "C", "C", "C", "C", "O", "Si", "H", "H", "H", "H", "H", "H", "H", "H", "H", "H", "H", "H", "H", "H", "H", "H", "H", "H", "H", "H", "H", "H", "H", "H", "H"],
  "positions_angstrom": [[-3.23837, 1.59528, -1.12223], [-1.62153, -1.39270, 1.56246], [0.85575, -3.14319, -1.15541], [1.45473, 0.50115, 2.98513], [2.78089, 1.29261, -1.64029], [-2.06581, 0.57593, -1.35278], [-2.11676, -0.07759, 1.11825], [1.58288, -2.08490, -0.38973], [1.19488, 1.35735, 1.73072], [1.28240, 1.12962, -1.69264], [-1.27313, 0.44351, -0.10373], [0.68291, 0.52536, 0.03248], [-2.91341, 2.53428, -0.68547], [-4.08549, 1.31715, -0.54954], [-3.57914, 1.72918, -2.13780], [-1.22613, -1.27515, 2.51827], [-0.91094, -1.76806, 0.80725], [-2.41692, -2.05705, 1.62802], [0.44505, -2.99427, -2.13039], [1.56763, -3.84084, -1.43915], [-0.01029, -3.44060, -0.66773], [1.89762, -0.37948, 2.50332], [2.14751, 1.08998, 3.60545], [0.55533, 0.28845, 3.57815], [3.10433, 1.33839, -2.61625], [2.99651, 2.19732, -1.17278], [3.26084, 0.50493, -1.14252], [-2.55379, -0.27488, -1.66447], [-1.27865, 0.99169, -1.89626], [-3.13209, -0.09713, 0.81009], [-2.03151, 0.78372, 1.76455], [2.39191, -1.50825, -0.87245], [1.83909, -2.31325, 0.65428], [2.07143, 1.81967, 1.35204], [0.48199, 2.18887, 2.03666], [0.99584, 0.27083, -2.44513], [0.86443, 2.17209, -1.81036]],
  "forces_ev_per_angstrom": [[1.90, 0.06, -0.97], [0.85, 0.46, -1.35], [-0.17, 2.17, -0.39], [0.38, 0.24, -1.31], [-1.38, -0.36, 0.50], [-0.85, 3.31, 3.31], [1.17, 1.80, -1.43], [0.05, 3.40, 0.66], [-3.01, 0.72, -0.25], [-1.80, -0.32, 0.62], [-0.53, -1.08, 1.43], [-0.38, -3.12, -0.26], [0.32, 0.20, -0.30], [-0.60, -1.03, 0.56], [-0.37, 0.55, -0.32], [1.25, -0.26, 1.51], [-0.05, -0.01, 0.66], [-1.44, -1.36, 0.08], [-0.08, 1.53, -0.96], [1.29, -2.23, 0.35], [-1.08, -1.48, 1.48], [0.17, -0.33, 1.33], [-0.06, -0.67, -0.09], [0.27, -0.12, -0.43], [1.12, 0.12, -2.14], [0.70, 1.53, 0.88], [0.89, -1.17, 0.69], [-0.03, -2.54, -0.71], [0.41, 0.43, -2.11], [-0.70, -0.01, -0.76], [0.21, -0.17, 0.64], [-0.28, -0.90, 0.07], [-0.16, -0.12, -0.57], [1.22, 0.64, 0.00], [0.77, -0.68, -0.86], [0.09, 2.09, 1.28], [-0.07, -1.29, -0.84]],
  "mulliken_charge": [-1.312, -1.074, -1.284, -0.998, -1.624, -0.124, -0.268, -0.509, -0.684, -0.416, -0.259, 0.497, 0.343, 0.448, 0.412, 0.301, 0.018, 0.508, 0.329, 0.415, 0.348, 0.243, 0.374, 0.252, 0.431, 0.470, 0.369, 0.260, 0.334, 0.362, 0.398, 0.393, 0.328, 0.519, 0.384, 0.341, 0.474]
}